Entry 1:
{"formula": "C20H45BCl2FKMgN5O7S", "method": "ωB97M-V/def2-TZVPD", "species": ["C", "C", "C", "O", "C", "B", "C", "C", "C", "C", "N", "C", "N", "N", "H", "H", "H", "H", "H", "H", "H", "H", "H", "H", "H", "H", "H", "H", "H", "H", "H", "H", "H", "H", "H", "H", "H", "C", "C", "O", "S", "O", "O", "O", "H", "H", "H", "H", "K", "Mg", "O", "H", "H", "N", "C", "C", "C", "C", "C", "H", "H", "H", "H", "H", "C", "C", "C", "O", "C", "N", "H", "H", "H", "H", "H", "H", "H", "H", "H", "H", "H", "Cl", "Cl", "F"], "xyz": [[-3.145, 0.709, -0.038], [-1.736, 0.824, 0.567], [-0.698, -0.090, -0.087], [-0.970, -1.421, 0.173], [0.109, -2.185, 0.541], [-0.236, -2.790, 2.067], [1.094, -2.841, 3.031], [2.170, -3.827, 2.658], [3.405, -3.709, 3.605], [4.504, -2.853, 3.006], [5.772, -3.078, 3.726], [6.741, -2.118, 3.423], [7.695, -2.372, 2.612], [6.673, -0.831, 4.076], [-3.699, -0.071, 0.478], [-3.058, 0.479, -1.096], [-3.666, 1.661, 0.031], [-1.371, 1.842, 0.463], [-1.805, 0.607, 1.638], [0.277, 0.232, 0.252], [-0.763, 0.082, -1.214], [1.071, -1.689, 0.437], [0.132, -3.059, -0.120], [-0.833, -3.853, 2.008], [-1.003, -2.021, 2.574], [0.713, -3.143, 4.021], [1.560, -1.872, 3.146], [2.499, -3.677, 1.626], [1.832, -4.855, 2.783], [3.077, -3.176, 4.573], [3.756, -4.691, 3.925], [4.603, -3.114, 1.946], [4.189, -1.812, 3.085], [6.129, -3.966, 3.390], [8.266, -1.531, 2.568], [6.708, -1.002, 5.078], [5.742, -0.477, 3.866], [9.569, 0.098, 8.666], [9.221, -0.415, 7.286], [7.933, -1.022, 7.447], [7.100, -0.230, 8.568], [6.242, 0.694, 7.927], [6.631, -1.164, 9.520], [8.332, 0.586, 9.197], [9.926, -0.707, 9.313], [10.307, 0.895, 8.639], [9.937, -1.142, 6.914], [9.126, 0.402, 6.567], [-2.410, -1.608, 3.708], [-3.640, 1.998, 3.757], [7.453, -2.954, -0.743], [7.144, -2.210, -1.269], [7.467, -2.619, 0.162], [-7.080, 3.153, -0.729], [-6.682, 1.886, -0.829], [-6.390, 1.261, -2.032], [-6.521, 1.992, -3.203], [-6.937, 3.310, -3.118], [-7.200, 3.840, -1.864], [-6.596, 1.352, 0.113], [-6.067, 0.229, -2.051], [-6.305, 1.548, -4.166], [-7.055, 3.915, -4.006], [-7.524, 4.870, -1.753], [-6.853, 1.581, -7.977], [-6.532, 2.918, -7.317], [-5.977, 3.973, -8.282], [-4.640, 3.776, -8.670], [-4.465, 2.785, -9.693], [-5.623, 2.687, -6.184], [-5.961, 0.983, -8.153], [-7.508, 0.993, -7.329], [-7.360, 1.720, -8.932], [-7.473, 3.316, -6.918], [-5.990, 4.939, -7.764], [-6.621, 4.077, -9.165], [-5.326, 2.768, -10.459], [-4.355, 1.793, -9.251], [-3.539, 3.020, -10.221], [-5.500, 3.562, -5.681], [-4.700, 2.500, -6.571], [2.205, -1.719, 5.481], [-6.185, 1.703, -11.735], [0.683, 0.353, -2.016]], "charge": -1, "max_force_ev_per_a": 2.16, "total_energy_ha": -3832.51647, "lumo_energy_ev": -3.3, "spin_multiplicity": 1}

---

Entry 2:
{"formula": "C20H45BClN4O6P2", "method": "ωB97M-V/def2-TZVPD", "species": ["C", "C", "C", "C", "C", "Cl", "O", "C", "N", "C", "C", "B", "O", "O", "N", "P", "P", "O", "O", "O", "H", "H", "H", "H", "H", "H", "H", "H", "H", "H", "H", "H", "H", "H", "H", "C", "C", "N", "C", "C", "C", "C", "H", "H", "H", "H", "H", "H", "H", "H", "H", "H", "H", "H", "H", "H", "H", "C", "C", "N", "C", "C", "C", "C", "H", "H", "H", "H", "H", "H", "H", "H", "H", "H", "H", "H", "H", "H", "H"], "xyz": [[-1.697, 3.995, 4.403], [-0.706, 4.204, 3.369], [-1.199, 3.930, 1.848], [-0.441, 4.810, 0.739], [0.829, 4.108, 0.046], [1.148, 4.997, -1.564], [2.076, 4.276, 0.818], [3.207, 4.086, -0.016], [4.219, 3.801, -0.618], [0.560, 2.530, -0.289], [0.111, 1.877, 1.141], [0.213, 0.254, 1.174], [-0.881, -0.666, 1.318], [1.548, -0.325, 1.088], [-1.207, 2.445, 1.583], [-2.592, 2.100, 0.488], [-4.466, 2.044, 1.665], [-5.633, 2.197, 0.652], [-4.704, 0.555, 2.467], [-4.598, 3.355, 2.744], [-2.208, 2.978, 4.605], [-2.021, 4.928, 5.007], [0.360, 4.571, 3.552], [-2.309, 4.267, 1.827], [-0.058, 5.768, 1.272], [-1.167, 5.202, -0.074], [-0.234, 2.414, -1.103], [1.532, 2.011, -0.644], [0.903, 2.266, 1.899], [-0.506, -1.402, 1.879], [2.153, 0.183, 1.691], [-1.432, 1.987, 2.497], [-2.516, 0.780, -0.082], [-3.863, 0.232, 2.879], [-5.350, 3.947, 2.462], [-1.342, 0.006, -6.882], [-0.363, 1.050, -6.359], [-0.428, 1.230, -4.912], [0.243, 2.440, -4.444], [1.751, 2.542, -4.662], [-0.204, 0.038, -4.102], [1.097, -0.734, -4.313], [-2.360, 0.212, -6.540], [-1.348, 0.016, -7.975], [-1.067, -1.004, -6.565], [-0.621, 1.998, -6.844], [0.650, 0.794, -6.694], [0.029, 2.584, -3.379], [-0.227, 3.299, -4.939], [2.303, 1.877, -3.996], [2.084, 3.561, -4.441], [2.037, 2.324, -5.692], [-1.036, -0.653, -4.277], [-0.290, 0.297, -3.038], [1.290, -0.945, -5.368], [1.038, -1.698, -3.798], [1.958, -0.207, -3.901], [-0.309, -5.310, 0.823], [1.059, -5.124, 1.470], [1.006, -4.402, 2.737], [2.310, -3.924, 3.192], [3.372, -4.970, 3.522], [0.152, -4.977, 3.774], [0.414, -6.423, 4.190], [-0.835, -4.356, 0.729], [-0.192, -5.728, -0.181], [-0.938, -5.999, 1.392], [1.669, -4.550, 0.762], [1.543, -6.102, 1.577], [2.174, -3.272, 4.062], [2.717, -3.266, 2.414], [3.148, -5.497, 4.451], [4.339, -4.478, 3.662], [3.494, -5.704, 2.723], [-0.887, -4.908, 3.435], [0.185, -4.343, 4.667], [0.484, -7.097, 3.333], [-0.414, -6.779, 4.812], [1.322, -6.520, 4.785]], "charge": 1, "max_force_ev_per_a": 6.37, "total_energy_ha": -2626.91062, "lumo_energy_ev": -4.5, "spin_multiplicity": 1}

---

Entry 3:
{"formula": "C20H46AlOP4S", "method": "ωB97M-V/def2-TZVPD", "species": ["Al", "P", "P", "P", "H", "C", "C", "H", "C", "C", "C", "C", "C", "C", "C", "C", "C", "H", "H", "H", "H", "H", "H", "H", "H", "H", "H", "H", "H", "H", "H", "H", "H", "H", "H", "H", "H", "H", "H", "H", "H", "H", "H", "H", "H", "H", "C", "C", "C", "C", "C", "C", "S", "H", "H", "H", "H", "H", "H", "C", "P", "C", "C", "O", "H", "H", "H", "H", "H", "H", "H", "H", "H"], "xyz": [[0.704, -0.173, 0.600], [2.512, 1.184, 1.111], [-1.177, 0.628, 1.994], [-1.720, 3.171, -1.937], [1.560, -0.479, -4.966], [1.116, 0.378, -4.441], [1.775, 1.019, -3.454], [2.647, 0.530, -3.008], [3.903, 0.319, 1.976], [1.854, 2.354, 2.356], [3.295, 2.324, -0.092], [-2.756, -0.282, 1.787], [-0.730, -0.047, 3.636], [-1.812, 2.218, 2.602], [-1.701, 3.758, -3.640], [-1.297, 4.340, -0.606], [-3.025, 2.032, -1.485], [0.070, 0.594, -4.678], [1.505, 2.063, -3.194], [4.551, -0.158, 1.223], [3.493, -0.459, 2.637], [4.507, 1.016, 2.580], [1.324, 1.825, 3.158], [1.140, 3.027, 1.865], [2.656, 2.947, 2.811], [3.860, 1.753, -0.841], [3.973, 3.050, 0.389], [2.505, 2.884, -0.615], [-3.260, -0.340, 2.761], [-2.622, -1.298, 1.403], [-3.412, 0.254, 1.096], [-1.546, 0.132, 4.350], [0.196, 0.391, 4.027], [-0.602, -1.125, 3.526], [-2.374, 2.027, 3.521], [-2.473, 2.695, 1.880], [-0.993, 2.892, 2.848], [-2.569, 4.386, -3.869], [-1.647, 2.852, -4.263], [-0.741, 4.273, -3.797], [-1.829, 5.301, -0.794], [-0.206, 4.540, -0.586], [-1.551, 3.962, 0.407], [-3.919, 2.209, -2.091], [-3.331, 2.087, -0.432], [-2.732, 0.983, -1.660], [-0.390, -1.478, -1.958], [-1.769, -1.779, -2.037], [-2.157, -3.015, -2.589], [-1.196, -3.964, -2.948], [0.140, -3.711, -2.694], [0.561, -2.488, -2.189], [0.041, 0.217, -1.519], [-0.507, 2.396, -2.160], [-2.512, -1.055, -1.625], [-3.227, -3.206, -2.748], [-1.495, -4.867, -3.464], [0.864, -4.466, -2.937], [1.613, -2.285, -1.965], [-0.920, -3.545, 1.443], [0.835, -3.125, 1.563], [1.827, -4.462, 0.882], [1.373, -2.641, 3.197], [1.121, -1.914, 0.609], [-1.485, -3.081, 2.263], [-1.340, -3.187, 0.492], [-1.032, -4.640, 1.497], [2.290, -5.047, 1.706], [1.207, -5.094, 0.209], [2.599, -4.014, 0.233], [2.078, -1.804, 3.120], [0.526, -2.293, 3.783], [1.826, -3.486, 3.741]], "e_above_lowest_kj_mol": 24.8, "charge": 3, "max_force_ev_per_a": 2.77, "total_energy_ha": -2870.10369, "lumo_energy_ev": -8.7, "spin_multiplicity": 1}

---

Entry 4:
{"formula": "C20H46Cl2MoOP2", "method": "ωB97M-V/def2-TZVPD", "species": ["Mo", "Cl", "P", "C", "C", "C", "C", "H", "C", "H", "H", "H", "H", "H", "H", "H", "C", "C", "H", "H", "H", "H", "H", "H", "C", "H", "C", "H", "H", "H", "H", "H", "H", "Cl", "H", "P", "C", "C", "C", "C", "H", "C", "H", "H", "H", "H", "H", "H", "H", "C", "C", "H", "H", "H", "H", "H", "H", "C", "H", "C", "H", "H", "H", "H", "H", "H", "C", "C", "O", "H", "H", "H"], "xyz": [[-0.759, 0.443, 0.445], [-0.215, 0.843, -1.838], [-2.614, -0.632, -0.387], [-2.845, -1.471, -1.995], [-3.513, -1.557, 0.923], [-3.371, 1.043, -0.676], [-1.695, -2.405, -2.364], [-2.866, -0.630, -2.710], [-4.184, -2.213, -2.000], [-4.153, -3.088, -1.337], [-4.368, -2.561, -3.025], [-5.028, -1.582, -1.704], [-0.791, -1.849, -2.627], [-1.990, -3.006, -3.234], [-1.435, -3.093, -1.549], [-2.913, 1.423, -1.607], [-3.098, 2.069, 0.437], [-4.882, 0.846, -0.941], [-5.052, 0.359, -1.910], [-5.358, 1.835, -0.975], [-5.387, 0.272, -0.148], [-2.818, 1.632, 1.419], [-4.037, 2.610, 0.641], [-2.341, 2.813, 0.139], [-2.882, -2.948, 1.106], [-4.549, -1.659, 0.540], [-3.574, -0.814, 2.268], [-2.944, -3.559, 0.202], [-3.424, -3.482, 1.898], [-1.829, -2.868, 1.406], [-2.578, -0.697, 2.732], [-4.178, -1.411, 2.972], [-4.053, 0.175, 2.202], [0.000, -1.146, 2.133], [-0.751, -1.047, -0.271], [2.756, 0.555, -0.318], [3.315, 2.007, -1.357], [3.861, 0.393, 1.195], [3.030, -0.906, -1.428], [2.287, 3.150, -1.288], [3.306, 1.617, -2.391], [4.717, 2.469, -0.978], [4.734, 2.882, 0.035], [5.018, 3.261, -1.671], [5.445, 1.657, -1.046], [1.387, 2.898, -1.870], [2.731, 4.074, -1.703], [1.951, 3.360, -0.258], [2.439, -0.619, -2.319], [2.409, -2.216, -0.899], [4.512, -1.016, -1.772], [4.840, -0.149, -2.355], [4.682, -1.910, -2.384], [5.133, -1.095, -0.867], [1.531, -2.032, -0.257], [3.135, -2.830, -0.346], [2.072, -2.831, -1.749], [3.458, 1.464, 2.213], [4.905, 0.555, 0.861], [3.741, -1.005, 1.828], [3.491, 2.483, 1.799], [4.135, 1.416, 3.082], [2.433, 1.276, 2.577], [2.684, -1.246, 2.021], [4.261, -1.006, 2.798], [4.186, -1.799, 1.213], [-0.539, 1.904, 3.304], [-0.206, 2.070, 1.845], [0.503, 2.955, 1.335], [0.117, 1.128, 3.739], [-1.583, 1.576, 3.422], [-0.403, 2.864, 3.826]], "e_above_lowest_kj_mol": 73.1, "charge": 0, "max_force_ev_per_a": 3.27, "total_energy_ha": -2536.10859, "lumo_energy_ev": [-0.4, -0.2], "spin_multiplicity": 3}

---

Entry 5:
{"formula": "C20H46Cl8N2", "method": "ωB97M-V/def2-TZVPD", "species": ["C", "C", "N", "C", "C", "C", "C", "H", "H", "H", "H", "H", "H", "H", "H", "H", "H", "H", "H", "H", "H", "H", "C", "C", "N", "C", "C", "C", "C", "H", "H", "H", "H", "H", "H", "H", "H", "H", "H", "H", "H", "H", "H", "H", "Cl", "C", "C", "Cl", "H", "H", "H", "H", "Cl", "C", "C", "Cl", "H", "H", "H", "H", "Cl", "C", "C", "Cl", "H", "H", "H", "H", "Cl", "C", "C", "Cl", "H", "H", "H", "H"], "xyz": [[24.152, 21.226, 19.381], [22.830, 20.510, 18.679], [22.303, 19.257, 19.445], [20.944, 18.997, 19.293], [20.496, 19.039, 17.937], [23.076, 18.095, 19.135], [22.933, 16.936, 20.018], [24.458, 22.221, 18.886], [24.904, 20.390, 19.343], [23.965, 21.574, 20.385], [23.146, 20.052, 17.759], [22.232, 21.337, 18.790], [20.536, 19.949, 19.835], [20.628, 18.129, 20.004], [20.846, 19.571, 17.256], [19.471, 19.099, 17.937], [20.726, 18.155, 17.331], [24.112, 18.412, 19.082], [22.810, 18.079, 18.076], [22.762, 17.207, 20.947], [23.963, 16.501, 20.276], [22.258, 15.948, 19.922], [34.369, 16.439, 23.972], [33.116, 15.572, 23.522], [32.287, 15.304, 24.716], [30.964, 15.150, 24.507], [30.444, 14.509, 23.371], [32.818, 14.123, 25.573], [32.131, 13.995, 26.934], [34.049, 17.462, 24.231], [35.078, 16.783, 23.185], [34.997, 16.140, 24.793], [33.408, 14.701, 22.969], [32.581, 16.113, 22.946], [30.788, 16.321, 24.356], [30.357, 14.949, 25.488], [30.980, 14.176, 22.481], [29.537, 14.840, 23.051], [30.335, 13.482, 23.909], [33.824, 14.128, 25.640], [32.602, 13.054, 25.107], [32.663, 13.303, 27.672], [31.190, 13.682, 26.837], [32.125, 14.926, 27.331], [27.774, 17.044, 24.180], [26.652, 15.638, 24.107], [25.852, 15.891, 22.829], [26.685, 15.951, 21.210], [26.142, 15.675, 24.941], [27.298, 14.789, 23.945], [25.053, 16.781, 22.947], [25.162, 15.115, 22.742], [22.048, 15.160, 22.709], [21.567, 15.034, 24.399], [22.731, 15.284, 25.196], [23.215, 16.964, 25.016], [21.339, 13.957, 24.684], [20.644, 15.712, 24.472], [23.690, 14.932, 25.254], [22.577, 15.189, 26.406], [27.152, 19.710, 21.207], [28.097, 20.404, 22.555], [29.561, 19.919, 22.231], [30.613, 20.820, 23.466], [27.811, 19.978, 23.585], [28.058, 21.597, 22.619], [29.767, 19.976, 21.173], [29.812, 18.854, 22.460], [27.934, 12.566, 18.570], [26.265, 13.184, 18.652], [25.424, 12.453, 19.752], [23.714, 12.900, 19.595], [25.819, 13.231, 17.448], [26.326, 14.293, 18.744], [26.012, 12.637, 20.913], [25.624, 11.336, 19.493]], "smiles": "CCN(CC)CC.CCN(CC)CC.ClCCCl.ClCCCl.ClCCCl.ClCCCl", "e_above_lowest_kj_mol": 54.3, "charge": 0, "max_force_ev_per_a": 8.80, "total_energy_ha": -4580.24004, "lumo_energy_ev": 0.3, "spin_multiplicity": 1}

---

Entry 6:
{"formula": "C20H46Cl8O3S3", "method": "ωB97M-V/def2-TZVPD", "species": ["C", "S", "O", "C", "H", "H", "H", "H", "H", "H", "C", "S", "O", "C", "H", "H", "H", "H", "H", "H", "C", "S", "O", "C", "H", "H", "H", "H", "H", "H", "C", "Cl", "Cl", "Cl", "Cl", "C", "Cl", "Cl", "Cl", "Cl", "C", "C", "C", "C", "C", "C", "H", "H", "H", "H", "H", "H", "H", "H", "H", "H", "H", "H", "H", "H", "C", "C", "C", "C", "C", "C", "H", "H", "H", "H", "H", "H", "H", "H", "H", "H", "H", "H", "H", "H"], "xyz": [[-2.492, -2.026, 6.012], [-1.350, -1.072, 7.043], [-0.659, -2.028, 7.936], [-0.203, -0.667, 5.728], [-3.314, -1.395, 5.677], [-2.862, -2.867, 6.595], [-1.975, -2.424, 5.137], [0.484, 0.090, 6.108], [-0.697, -0.272, 4.841], [0.379, -1.555, 5.476], [-5.431, -2.788, -0.328], [-4.007, -2.900, -1.407], [-2.851, -2.380, -0.634], [-3.850, -4.687, -1.376], [-5.671, -1.733, -0.220], [-5.150, -3.210, 0.638], [-6.259, -3.353, -0.754], [-4.462, -5.161, -2.140], [-4.038, -5.083, -0.379], [-2.801, -4.874, -1.614], [-0.949, -2.357, -4.178], [-0.694, -3.717, -5.324], [-0.962, -3.169, -6.671], [1.084, -3.811, -5.103], [-0.597, -2.645, -3.188], [-2.015, -2.137, -4.138], [-0.432, -1.484, -4.573], [1.447, -4.742, -5.531], [1.272, -3.840, -4.027], [1.593, -2.960, -5.552], [-3.418, 3.320, 4.657], [-1.674, 3.147, 4.398], [-3.712, 4.294, 6.089], [-4.159, 4.079, 3.256], [-4.100, 1.697, 4.880], [2.280, 3.974, -6.592], [0.830, 3.278, -5.861], [3.277, 2.677, -7.277], [1.813, 5.077, -7.872], [3.207, 4.833, -5.368], [7.109, 0.939, 2.351], [6.120, 1.874, 1.668], [5.032, 1.135, 0.889], [4.030, 2.058, 0.247], [3.013, 1.363, -0.667], [2.338, 0.139, -0.055], [7.894, 0.615, 1.665], [6.613, 0.043, 2.728], [7.611, 1.423, 3.190], [5.651, 2.539, 2.399], [6.644, 2.526, 0.962], [4.547, 0.419, 1.561], [5.494, 0.502, 0.118], [3.453, 2.580, 1.021], [4.542, 2.830, -0.334], [2.244, 2.094, -0.940], [3.471, 1.086, -1.622], [2.384, 0.150, 1.036], [1.313, 0.005, -0.388], [2.849, -0.789, -0.335], [-0.413, 0.995, -2.987], [-1.025, 2.182, -2.246], [-1.998, 1.798, -1.147], [-1.412, 0.876, -0.091], [-2.365, 0.625, 1.056], [-1.710, 0.190, 2.355], [0.344, 0.485, -2.390], [0.075, 1.316, -3.907], [-1.195, 0.270, -3.218], [-0.236, 2.813, -1.818], [-1.521, 2.832, -2.974], [-2.909, 1.356, -1.577], [-2.379, 2.719, -0.687], [-1.158, -0.088, -0.535], [-0.516, 1.383, 0.290], [-3.043, 1.476, 1.230], [-3.110, -0.121, 0.742], [-2.431, 0.245, 3.172], [-1.374, -0.849, 2.300], [-0.860, 0.838, 2.574]], "charge": 0, "max_force_ev_per_a": 1.34, "total_energy_ha": -5891.31015, "lumo_energy_ev": 0.1, "spin_multiplicity": 1}